ORCA calculation (ωB97M-V with the def2-TZVPD basis set) on C2H3P3 in the gas phase at a distorted geometry.

Summary:
charge	0
E_HOMO	-8.7635	eV
structure (SMILES)	C1=P[PH]#P=C1
Kohn-Sham gap	0.29771	Eh
E	-1102.00385	hartree
LUMO energy	-0.024	Eh

Last column: Mulliken charge in e.
Positions of all 8 atoms, in Å:
C (-0.8336, -0.7509, 0.2730)  -0.11
P (0.4987, -1.6294, -0.1015)  -0.13
P (1.9492, -0.0089, 0.0470)  -0.13
P (0.5163, 1.6176, -0.0460)  -0.06
C (-0.8654, 0.7722, 0.3215)  -0.28
H (-1.7955, -1.2620, 0.6621)  0.28
H (2.3301, 0.0204, -1.2419)  0.07
H (-1.7998, 1.2409, 0.0857)  0.36

ORCA calculation (ωB97M-V with the def2-TZVPD basis set) on C2H4 in the gas phase at a distorted geometry.

Summary:
charge	0
E_HOMO	-10.0912	eV
structure (SMILES)	C=C
Kohn-Sham gap	0.42342	Eh
E	-78.56082	hartree
LUMO energy	0.053	Eh

Last column: Mulliken charge in e.
Positions of all 6 atoms, in Å:
C (-0.3033, 0.2179, -0.5217)  -0.45
C (0.2769, -0.2067, 0.5968)  -0.42
H (0.2674, 0.5608, -1.3759)  0.20
H (-1.3718, 0.2833, -0.7084)  0.23
H (1.3363, -0.4130, 0.4778)  0.19
H (-0.2056, -0.4423, 1.5315)  0.25

ORCA calculation (ωB97M-V with the def2-TZVPD basis set) on a 19-piece molecular cluster, C2H40O20 overall at a distorted geometry.

Summary:
charge	-2
E_HOMO	-3.4380	eV
Kohn-Sham gap	0.29853	Eh
E	-1605.02072	hartree
LUMO energy	0.172	Eh

Last column: Mulliken charge in e.
Positions of all 62 atoms, in Å:
O (10.1910, -11.0110, 0.6090)  1.45
C (8.8260, -11.4410, 0.8900)  -2.01
C (7.9340, -10.2180, 0.6580)  0.07
O (6.6670, -10.4250, 1.1440)  0.19
H (8.6950, -11.9150, 1.8110)  0.88
H (8.4500, -12.1000, 0.1830)  0.26
H (7.7480, -9.9500, -0.3270)  0.73
H (8.3370, -9.3110, 1.1880)  -0.20
O (11.2800, -12.8450, -0.7490)  -0.81
H (10.7430, -12.1770, -0.2570)  0.10
H (12.1430, -12.8920, -0.3420)  0.29
O (3.8320, -10.4700, 0.4730)  -0.58
H (4.5450, -10.7140, 1.0020)  0.16
H (3.2080, -11.1720, 0.6720)  0.27
O (11.3180, -12.6060, 2.4050)  -0.78
H (12.1390, -12.1640, 2.1500)  0.38
H (10.7290, -12.1190, 1.8170)  0.02
O (9.3640, -10.1530, -2.0190)  -0.72
H (8.6140, -9.6020, -2.0540)  0.38
H (9.3730, -10.3210, -1.0630)  0.14
O (12.7320, -10.3110, 0.5800)  -0.64
H (13.4300, -10.7830, 0.1580)  0.27
H (11.8790, -10.6960, 0.5770)  -0.12
O (6.8810, -11.0630, 3.8470)  -0.70
H (6.9930, -11.0620, 2.8890)  0.23
H (5.9600, -11.1200, 4.0270)  0.26
O (10.5780, -8.1120, 0.2120)  -0.74
H (10.2230, -8.9980, 0.3850)  0.15
H (9.8290, -7.6120, -0.1740)  0.46
O (8.2110, -13.0900, 5.0350)  -0.68
H (8.6590, -13.7520, 4.5370)  0.34
H (7.6760, -12.4990, 4.4970)  0.40
O (7.8270, -14.6170, 2.5460)  -0.71
H (8.5600, -14.6230, 1.8860)  0.45
H (7.5930, -13.7290, 2.4840)  0.25
O (8.4710, -7.7270, 3.8590)  -0.72
H (8.9970, -8.3990, 3.4330)  0.45
H (8.6300, -7.0180, 3.2310)  0.31
O (9.5680, -14.9200, 0.4900)  -0.65
H (9.5770, -15.7220, 0.0250)  0.24
H (10.0430, -14.3580, -0.0580)  0.36
O (6.9620, -15.0860, -0.4020)  -0.72
H (6.4860, -14.3360, -0.0800)  0.41
H (7.8830, -15.0000, -0.2540)  0.42
O (10.3350, -9.5620, 2.8350)  -0.92
H (10.0130, -10.1650, 2.0720)  -0.10
H (10.9940, -8.9600, 2.5330)  0.32
O (6.1190, -12.5440, -0.1820)  -0.90
H (5.4230, -12.7070, 0.4480)  0.37
H (6.4000, -11.7160, 0.1800)  -0.08
O (6.0060, -7.8990, -0.1610)  -0.77
H (5.0930, -7.7340, 0.0970)  0.26
H (6.2080, -8.7030, 0.3590)  0.39
O (8.3040, -6.4650, -0.6000)  -0.74
H (8.5000, -6.1150, 0.2370)  0.30
H (7.5020, -6.9830, -0.3980)  0.40
O (6.0980, -8.4920, 2.7910)  -0.85
H (6.2790, -9.1650, 2.1420)  -0.01
H (6.9830, -8.3650, 3.1260)  0.57
O (7.9470, -12.6060, -2.4090)  -0.74
H (8.7600, -12.1400, -2.0700)  0.43
H (7.3870, -12.6870, -1.6130)  0.51

ORCA calculation (ωB97M-V with the def2-TZVPD basis set) on C2H45F2O23Tl as an isolated structure at a distorted geometry.

Summary:
charge	0
E_HOMO	-10.0379	eV
Kohn-Sham gap	0.12545	Eh
E	-2205.70193	hartree
LUMO energy	-0.243	Eh

Last column: Mulliken charge in e.
Positions of all 73 atoms, in Å:
Tl (0.3058, 0.4098, 0.3823)  1.85
F (-2.5331, 0.3515, -0.4593)  -0.46
F (-0.6988, -2.3629, 1.2052)  -0.72
C (3.0490, -2.0670, -2.5248)  -0.94
C (2.7619, -2.6016, -1.0604)  0.57
O (2.4994, -1.6817, -0.2377)  -0.06
O (2.9169, -3.7899, -0.8104)  -0.63
H (2.4227, -1.2890, -2.9613)  0.02
H (2.8320, -2.9463, -3.1312)  0.37
H (4.0996, -1.8270, -2.6884)  0.39
O (-3.1222, -1.3620, -2.5678)  -0.71
H (-2.9173, -0.6675, -1.9418)  0.36
H (-3.9015, -1.7863, -2.2088)  0.30
O (-4.8423, -0.0598, 1.2950)  -0.68
H (-5.6240, 0.4319, 1.0432)  0.34
H (-4.2107, 0.1205, 0.5987)  0.39
O (1.5447, 3.3845, -0.2302)  -0.41
H (2.0962, 3.7984, -0.8941)  0.23
H (1.7985, 3.8072, 0.5902)  0.22
O (-5.2372, 0.8378, -1.5300)  -0.63
H (-4.4775, 0.5568, -1.0200)  -0.01
H (-5.6512, 0.0225, -1.8130)  0.30
O (1.7424, 0.0864, 5.2612)  -0.67
H (1.4149, 0.9593, 5.0448)  0.31
H (2.6900, 0.1977, 5.3376)  0.33
O (-0.1817, -4.2055, -0.9742)  -0.67
H (-0.4887, -3.5185, -0.3826)  0.39
H (0.7703, -4.2003, -0.8745)  0.29
O (-1.6077, 0.7658, 2.7179)  -0.50
H (-1.9877, 1.3682, 3.3574)  0.21
H (-2.2569, 0.0679, 2.6304)  0.20
O (-0.3711, 1.6091, -2.4116)  -0.44
H (-1.0055, 1.1958, -2.9972)  0.23
H (-0.4909, 2.5483, -2.5525)  0.21
O (-2.9694, -3.2148, 0.0318)  -0.59
H (-2.8584, -3.7897, -0.7254)  0.34
H (-2.1345, -2.7527, 0.1067)  0.13
O (1.1258, 2.5008, 2.6140)  -0.46
H (1.9090, 2.4041, 3.1558)  0.21
H (0.6559, 3.2393, 3.0012)  0.25
O (-1.2811, 2.8217, 0.7692)  -0.31
H (-1.5954, 2.9512, 1.6640)  0.18
H (-2.0117, 3.0981, 0.2159)  0.19
O (-0.3215, -1.3086, -1.9989)  -0.22
H (-1.2505, -1.3969, -2.2122)  0.09
H (0.1223, -1.8947, -2.6119)  0.26
O (3.5065, 1.1337, 0.4658)  -0.47
H (4.3504, 1.5550, 0.6289)  0.19
H (3.7036, 0.1971, 0.4570)  0.18
O (-2.8676, -1.9939, 2.7345)  -0.65
H (-2.4812, -2.1386, 3.5982)  0.31
H (-2.1384, -2.1030, 2.1240)  0.37
O (0.6976, -3.6190, 3.0253)  -0.66
H (0.2149, -3.1874, 2.3203)  0.39
H (1.3093, -4.2019, 2.5755)  0.32
O (-3.1284, 2.8588, -1.4262)  -0.72
H (-2.9489, 1.9190, -1.4551)  0.42
H (-4.0835, 2.9205, -1.4146)  0.28
O (2.4057, 1.0689, -2.1490)  -0.48
H (2.5676, 1.9872, -2.3651)  0.20
H (3.2266, 0.6243, -2.3601)  0.22
O (1.2527, 0.5709, -4.5240)  -0.66
H (1.3141, 0.8461, -3.6093)  0.39
H (2.1203, 0.7490, -4.8870)  0.30
O (2.0695, -0.4391, 2.6891)  -0.47
H (2.3832, -1.3125, 2.4548)  0.24
H (2.0667, -0.4338, 3.6463)  0.31
O (5.2595, -1.4190, 0.4668)  -0.70
H (4.4350, -1.7420, 0.1033)  0.24
H (5.9364, -1.8330, -0.0686)  0.33
O (-0.6217, 6.0330, -0.3200)  -0.63
H (-0.0235, 5.2864, -0.2895)  0.34
H (-1.2553, 5.8614, 0.3767)  0.30

ORCA calculation (ωB97M-V with the def2-TZVPD basis set) on a 21-piece molecular cluster, C2H45O21 overall at a distorted geometry.

Summary:
charge	-1
E_HOMO	-6.1385	eV
Kohn-Sham gap	0.29250	Eh
E	-1683.30785	hartree
LUMO energy	0.067	Eh

Last column: Mulliken charge in e.
Positions of all 68 atoms, in Å:
C (-6.2730, -7.9430, 15.0210)  -0.37
C (-5.8870, -6.5430, 14.6420)  1.09
O (-6.7390, -5.6160, 15.2630)  2.42
H (-5.7440, -8.7370, 14.5270)  0.00
H (-7.3100, -8.0770, 14.7130)  -0.79
H (-6.0730, -8.1890, 16.0680)  0.55
H (-6.0970, -6.4190, 13.5550)  -0.48
H (-4.8850, -6.2280, 14.8930)  -0.65
O (-8.6340, -5.3100, 17.2100)  -0.64
H (-8.2740, -5.1970, 18.0480)  0.31
H (-7.8860, -5.3920, 16.5710)  -0.11
O (-3.4460, -7.2000, 12.8290)  -0.79
H (-3.5660, -7.8030, 13.5820)  0.34
H (-2.7310, -6.5630, 13.1270)  0.35
O (-7.6490, -10.9760, 16.0870)  -0.65
H (-8.1220, -10.8080, 15.2750)  0.31
H (-8.2170, -10.5910, 16.7680)  0.32
O (-3.8930, -8.3500, 18.8130)  -0.66
H (-4.5680, -7.7160, 18.5500)  0.33
H (-4.1210, -9.2380, 18.6250)  0.29
O (-6.3120, -3.3870, 17.9070)  -0.75
H (-6.1820, -3.3700, 16.9890)  0.40
H (-5.5430, -3.1970, 18.4390)  0.23
O (-1.7700, -5.4770, 13.9910)  -0.66
H (-0.8520, -5.5950, 14.1140)  0.26
H (-2.2300, -5.3520, 14.8850)  0.47
O (-3.3180, -9.2070, 14.6750)  -0.60
H (-2.7760, -9.6220, 14.0040)  0.27
H (-2.6980, -8.8910, 15.2940)  0.26
O (-4.7440, -4.8130, 12.2220)  -0.66
H (-4.0610, -4.2940, 11.8390)  0.26
H (-4.3510, -5.6350, 12.6150)  0.32
O (-5.2070, -7.2740, 10.6360)  -0.64
H (-4.6140, -7.4620, 11.4030)  0.36
H (-5.9780, -7.8560, 10.7610)  0.29
O (-8.7200, -5.2080, 13.5860)  -0.81
H (-8.2980, -4.9260, 12.8010)  0.45
H (-7.9540, -5.3010, 14.2030)  -0.19
O (-7.4300, -2.3800, 15.4950)  -0.66
H (-6.7620, -2.7490, 14.9080)  0.33
H (-8.2390, -2.4550, 15.0760)  0.28
O (-8.4550, -8.5850, 17.1640)  -0.78
H (-8.0340, -8.0550, 17.8440)  0.33
H (-7.9320, -8.6130, 16.3720)  0.34
O (-2.9290, -5.1870, 16.3410)  -0.66
H (-2.7520, -4.8970, 17.2680)  0.27
H (-3.7860, -5.5220, 16.3690)  0.44
O (-5.0940, -3.6070, 14.8680)  -0.92
H (-4.6080, -4.0210, 14.1420)  0.34
H (-5.7650, -4.2700, 15.1250)  -0.13
O (-7.2500, -4.7400, 11.2210)  -0.80
H (-7.2080, -3.8660, 11.5980)  0.33
H (-6.3870, -5.0620, 11.5280)  0.45
O (-6.4020, -11.4730, 13.4750)  -0.64
H (-6.4570, -10.5510, 13.6900)  0.31
H (-5.4690, -11.6780, 13.5560)  0.31
O (-9.9110, -7.2130, 15.2370)  -0.82
H (-9.1490, -6.9570, 14.6900)  0.33
H (-9.5110, -7.5110, 16.0960)  0.49
O (-7.8920, -8.1170, 12.1640)  -0.58
H (-7.9010, -7.2110, 12.1130)  0.31
H (-8.1230, -8.3380, 11.2400)  0.24
O (-5.3620, -6.1090, 17.7420)  -0.64
H (-5.6550, -6.0810, 16.7940)  -0.24
H (-5.7200, -5.2460, 18.0360)  0.23
O (-9.2800, -9.5610, 13.9630)  -0.69
H (-8.7220, -9.1560, 13.3100)  0.43
H (-9.7600, -8.7720, 14.1540)  0.38

ORCA calculation (ωB97M-V with the def2-TZVPD basis set) on a 22-piece molecular cluster, C2H46O23 overall at a distorted geometry.

Summary:
charge	-2
E_HOMO	-3.5609	eV
Kohn-Sham gap	0.30000	Eh
E	-1834.30191	hartree
LUMO energy	0.169	Eh

Last column: Mulliken charge in e.
Positions of all 71 atoms, in Å:
O (0.8535, 1.6211, 0.7301)  1.70
C (0.3168, 0.6296, -0.0909)  1.18
C (-0.2076, -0.5262, 0.7369)  0.85
O (-0.8688, -1.2869, -0.2079)  0.10
H (0.9061, 0.4599, -0.9887)  -0.38
H (-0.5351, 1.1274, -0.5915)  0.60
H (-0.9570, -0.2205, 1.4250)  -1.46
H (0.5628, -1.1545, 1.2151)  0.66
O (2.6881, 3.9026, 1.0203)  -0.72
H (1.9308, 3.3388, 0.7263)  0.19
H (2.8283, 3.5790, 1.9113)  0.30
O (-0.4488, -0.4415, 3.6395)  -0.74
H (-1.0769, -0.5604, 2.9409)  0.54
H (-0.0961, 0.3782, 3.4141)  0.42
O (-2.9829, 0.6788, -0.2414)  -0.72
H (-3.2894, 0.6261, 0.6450)  0.44
H (-2.1530, 0.2284, -0.1251)  -0.10
O (1.2853, 1.4037, 3.2759)  -0.85
H (1.0866, 1.4251, 2.3412)  -0.17
H (2.1856, 1.6841, 3.0778)  0.43
O (2.9489, -2.5716, 0.7250)  -0.68
H (2.6198, -2.2676, -0.1230)  0.39
H (2.6580, -1.9768, 1.3756)  0.30
O (-0.9646, 3.3028, -0.7427)  -0.70
H (-0.9310, 3.7740, 0.0534)  0.38
H (-0.6322, 2.4895, -0.4444)  -0.06
O (3.0306, 0.1552, 0.7702)  -0.86
H (2.1368, 0.4474, 0.6395)  -0.25
H (2.9728, -0.2179, 1.6792)  0.45
O (1.8136, 2.7780, -2.0851)  -0.80
H (1.2234, 3.5669, -2.1588)  0.31
H (1.5509, 2.2186, -1.3552)  0.11
O (-3.1450, 1.5936, -2.8275)  -0.76
H (-3.0867, 1.1967, -1.9278)  0.42
H (-2.3460, 2.0067, -3.1584)  0.36
O (0.3797, -3.5395, 1.0303)  -0.79
H (-0.3763, -3.8888, 1.5169)  0.31
H (0.1411, -2.6860, 0.5713)  0.31
O (-3.1437, -2.5367, -0.4815)  -0.79
H (-2.3648, -2.0646, -0.3254)  0.13
H (-3.4618, -2.1347, -1.2736)  0.34
O (1.2921, -1.8000, -1.7084)  -1.03
H (0.6529, -1.4624, -1.0936)  -0.13
H (1.4130, -1.1147, -2.3287)  0.46
O (-0.5499, 1.9029, -3.6983)  -0.79
H (-0.3512, 1.1545, -4.2321)  0.22
H (0.1765, 2.1476, -3.1009)  0.44
O (-3.7095, 0.7773, 2.5310)  -0.70
H (-3.0020, 1.3771, 2.2574)  0.17
H (-3.8173, 0.9943, 3.4685)  0.33
O (-0.6526, -3.8174, -2.2736)  -0.76
H (-1.3852, -3.7615, -1.7184)  0.37
H (-0.1312, -2.9965, -2.1037)  0.40
O (3.7396, 0.2334, -1.6956)  -0.84
H (3.6568, -0.6517, -2.0938)  0.38
H (3.4617, 0.2109, -0.7677)  0.45
O (-1.4057, -0.7806, -2.8439)  -0.74
H (-1.2684, -0.9542, -1.8824)  -0.08
H (-1.3482, 0.1313, -3.0350)  0.40
O (-1.2498, 2.1990, 2.1017)  -0.80
H (-0.5926, 2.0650, 1.4270)  -0.31
H (-1.9048, 2.7185, 1.6016)  0.46
O (1.6682, -3.1044, 3.3659)  -0.64
H (1.9540, -3.9769, 3.5323)  0.25
H (1.2808, -3.0896, 2.5129)  0.50
O (1.8276, 0.2102, -3.5404)  -0.60
H (2.4122, 0.2168, -4.3212)  0.25
H (2.5016, 0.2867, -2.8695)  0.29
O (-2.5431, -2.1301, 2.3573)  -0.76
H (-3.1122, -1.4140, 2.3796)  0.36
H (-2.0651, -2.1096, 1.4600)  0.04

ORCA calculation (ωB97M-V with the def2-TZVPD basis set) on C2H4AgMgO2 as an isolated structure at a distorted geometry.

Summary:
charge	+1
E_HOMO	-12.7680	eV
Kohn-Sham gap	0.23326	Eh
E	-575.88215	hartree
LUMO energy	-0.236	Eh

Last column: Mulliken charge in e.
Positions of all 10 atoms, in Å:
O (3.0668, 1.5233, 0.8612)  -0.72
C (0.9627, -2.2772, -0.8543)  -0.90
C (-0.0182, -1.6672, -0.1785)  0.69
O (0.1312, -0.7305, 0.7810)  -0.53
H (4.0175, 1.4218, 0.8617)  0.26
H (2.0181, -2.1648, -0.5907)  0.10
H (0.7129, -2.8925, -1.7173)  0.23
H (-1.0602, -1.9404, -0.3965)  0.14
Ag (-2.0260, -0.0602, 1.7469)  0.83
Mg (1.7645, 0.2432, 1.1151)  0.89

ORCA calculation (ωB97M-V with the def2-TZVPD basis set) on C2H4AgO as an isolated structure at a distorted geometry.

Summary:
2S+1	2
charge	0
E_HOMO (spin up / spin down)	-8.6449 / -8.2272	eV
Kohn-Sham gap (spin up / spin down)	0.30017 / 0.28695	Eh
E	-300.59561	hartree
LUMO energy (spin up / spin down)	-0.018 / -0.015	Eh

Last column: Mulliken charge in e.
Positions of all 8 atoms, in Å:
O (-1.3783, 0.6122, 0.3627)  -0.79
Ag (-0.7012, -0.2863, -1.0736)  0.63
C (1.7006, -0.1239, -0.4219)  -0.49
C (1.1403, -1.0032, 0.4716)  -0.40
H (2.2257, -0.4920, -1.3083)  0.31
H (1.8203, 0.9307, -0.1546)  0.25
H (1.4871, -2.0339, 0.3256)  0.22
H (0.6037, -1.0838, 1.4229)  0.27

ORCA calculation (ωB97M-V with the def2-TZVPD basis set) on C2H4BFO in the gas phase at a distorted geometry.

Summary:
charge	0
E_HOMO	-9.9840	eV
structure (SMILES)	B[C@H](F)C=O
Kohn-Sham gap	0.35870	Eh
E	-278.46629	hartree
LUMO energy	-0.008	Eh

Last column: Mulliken charge in e.
Positions of all 9 atoms, in Å:
B (-1.1312, 0.2790, -0.6920)  0.03
C (-0.0334, 0.5857, 0.2731)  0.18
F (0.7930, 1.4860, -0.2490)  -0.27
C (0.8458, -0.8795, 0.4363)  -0.08
O (1.8326, -1.0913, -0.1827)  -0.38
H (-2.1105, -0.2412, -0.4909)  -0.05
H (-0.8469, 0.6533, -1.7674)  -0.03
H (0.1391, 0.7141, 1.4167)  0.24
H (0.5114, -1.5061, 1.2561)  0.36

ORCA calculation (ωB97M-V with the def2-TZVPD basis set) on a 2-piece molecular cluster, C2H4BNO2 overall at a distorted geometry.

Summary:
charge	0
E_HOMO	-8.9613	eV
structure (SMILES)	C=C=N.O=BO
Kohn-Sham gap	0.33356	Eh
E	-308.71350	hartree
LUMO energy	0.004	Eh

Last column: Mulliken charge in e.
Positions of all 10 atoms, in Å:
C (-1.0714, 0.8585, 0.2551)  -1.11
C (-1.6053, -0.2814, 0.0195)  0.71
N (-1.8576, -1.3573, -0.4857)  -0.39
H (-1.0145, 1.6731, -0.4579)  0.28
H (-0.9594, 1.1989, 1.2540)  0.28
H (-2.7219, -1.8121, -0.5083)  0.25
O (1.5521, -1.0941, -1.1477)  -0.46
B (2.1736, -0.4215, -0.3560)  0.58
O (2.8766, 0.1578, 0.5850)  -0.47
H (2.6279, 1.0781, 0.8420)  0.34